{"formula": "C33H42F4IN3O4P", "method": "ωB97M-V/def2-TZVPD", "largest_force_ev_per_a": 1.74, "relative_energy_kcal_mol": 0.0, "charge": 1, "orbital_gap_ev": 7.6128, "e_tot_ha": -2786.147122, "e_lumo_ha": -0.1027, "species": ["I", "P", "F", "F", "F", "F", "O", "O", "O", "O", "N", "N", "N", "C", "C", "C", "C", "C", "C", "C", "C", "C", "C", "C", "C", "C", "C", "C", "C", "C", "C", "C", "C", "C", "C", "C", "C", "C", "C", "C", "C", "C", "C", "C", "C", "C", "H", "H", "H", "H", "H", "H", "H", "H", "H", "H", "H", "H", "H", "H", "H", "H", "H", "H", "H", "H", "H", "H", "H", "H", "H", "H", "H", "H", "H", "H", "H", "H", "H", "H", "H", "H", "H", "H", "H", "H", "H", "H"], "coordinates": [[1.638875, 3.920926, -3.944268], [-1.425614, 1.471236, 1.705936], [-4.758487, -3.580355, -0.095346], [-5.659631, -1.840323, 0.855864], [2.753104, 2.358942, 1.247769], [-6.823411, -3.144328, -0.359033], [-1.440329, 3.265534, -4.496613], [-3.524127, 1.755980, -0.494508], [-2.363941, 0.118854, 1.357217], [-5.369100, -1.845587, -1.354734], [2.321200, -2.251208, 4.075419], [-1.824082, 0.986592, -6.131794], [-2.498618, 2.682594, 2.334358], [3.615952, -4.170067, 6.604600], [0.765996, -2.055577, 2.087650], [2.663897, 4.908514, 1.897685], [-2.258221, 1.125765, -3.719917], [1.264586, 3.193840, -0.961775], [0.372040, 1.795770, -7.077883], [-1.464579, 2.443031, -3.633908], [0.666566, 2.673189, 0.215188], [1.312330, 4.159505, 2.148921], [-4.664826, -3.761069, -3.762930], [0.633180, 3.160282, -2.232327], [-0.662302, 2.593294, -2.327210], [-3.659958, -1.304356, -3.728835], [3.023534, -0.935442, 2.043581], [2.924379, -3.531826, 3.598430], [-2.390797, 0.430660, -4.968841], [-2.665365, 1.492689, -1.296205], [2.271808, -2.201467, 5.597462], [-5.631643, -2.581695, -0.265506], [1.584296, -0.890502, 1.551786], [1.426598, 2.714438, 1.543339], [-4.325981, -2.608366, -3.832728], [0.877389, -2.163660, 3.596433], [0.916002, 1.102215, -8.363260], [-3.568115, -0.607033, -2.493683], [-2.852493, 0.623158, -2.526370], [3.094660, -1.058454, 3.555624], [-3.102273, -0.794856, -4.931850], [-0.653945, 2.116434, 0.132365], [-1.267299, 2.091133, -1.140878], [-4.141888, -1.121852, -1.188122], [-0.358022, 0.781768, -6.143110], [3.524968, -2.663780, 6.339594], [2.382629, -4.355748, 4.055007], [3.539439, -0.023727, 1.738938], [1.123080, 0.046630, 1.871971], [-3.354151, -1.731494, -0.703307], [-4.914591, -4.805755, -3.791198], [-0.167455, -0.248240, -6.507426], [0.446009, -1.280839, 4.072268], [4.124884, -1.163255, 3.893804], [2.667989, -4.564672, 6.974601], [2.606395, 5.975370, 2.147920], [-3.288981, 0.397658, 1.442373], [3.559547, -1.759251, 1.563957], [3.493366, -2.184141, 7.320167], [2.843182, -3.601187, 2.519727], [1.563797, -0.893140, 0.461088], [-0.284384, -1.923515, 1.819022], [1.769012, 0.443952, -8.124443], [-2.261774, 0.623578, -6.969181], [2.270658, 3.605117, -0.859996], [4.377506, -4.368611, 7.358186], [4.436447, -2.305592, 5.855618], [3.449773, 4.408186, 2.473459], [2.070249, -1.158637, 5.842363], [1.065289, 1.982789, 2.272244], [3.900276, -4.743514, 5.724882], [2.657007, -0.173452, 4.020384], [-3.265756, 2.871198, 1.689080], [-1.961309, 3.521015, 2.527830], [2.847474, 4.855922, 0.814013], [1.407946, -2.788091, 5.911516], [0.530351, 4.672334, 1.566644], [0.076761, 0.832283, -5.134007], [-4.338302, -0.301417, -0.482201], [0.143095, 0.478455, -8.841854], [1.023420, 4.163146, 3.208627], [1.261115, 2.191780, -6.560481], [-3.203578, -1.342767, -5.872981], [1.280688, 1.872638, -9.059980], [0.361454, -3.050887, 3.963200], [3.977434, -3.537859, 3.864139], [1.076431, -2.986746, 1.606750], [-0.283272, 2.645032, -7.313888]], "forces_ev_per_a": [[-0.20, -0.23, 0.82], [1.06, -0.40, 1.28], [0.53, -0.02, 0.25], [0.45, 0.11, 0.32], [0.02, 0.06, 0.31], [-0.38, 0.02, -0.49], [0.02, 0.41, -0.26], [-0.41, -0.05, 0.27], [0.16, 1.67, 0.22], [0.36, 0.00, 0.17], [-0.43, -0.03, 0.16], [0.21, -0.48, 0.89], [0.00, -1.29, -1.18], [0.13, -0.02, -0.09], [0.07, -0.02, -0.22], [-0.94, -0.22, -0.06], [-0.03, -0.26, 0.07], [-0.29, -0.29, 0.02], [0.56, -0.81, -0.16], [0.01, -1.13, 0.98], [-0.99, -0.70, -0.66], [0.85, 0.22, -0.73], [0.10, 0.00, -0.44], [-0.54, -0.16, 0.74], [0.19, -0.25, 0.63], [-0.43, -0.23, -0.46], [0.02, -0.17, -0.22], [0.01, 0.21, -0.07], [-0.88, -0.04, 1.36], [1.03, 0.17, -0.70], [0.31, 0.12, 0.04], [-0.81, -0.24, -0.10], [-0.03, 0.12, -0.09], [-0.46, 0.80, -0.31], [0.79, 0.27, 0.68], [-0.01, 0.06, -0.23], [-0.18, 0.33, 0.33], [-0.01, 0.74, -1.01], [0.09, -0.22, -0.52], [0.08, 0.01, -0.23], [0.32, 0.95, 0.46], [-0.18, 0.48, -0.92], [0.17, 0.00, -0.53], [0.76, 0.53, 0.39], [0.50, 0.26, -1.08], [-0.06, -0.34, 0.10], [0.09, -0.01, 0.05], [0.04, 0.01, 0.16], [-0.04, -0.08, 0.01], [-0.51, -0.16, -0.26], [-0.09, 0.44, 0.07], [0.17, 0.33, 0.21], [0.06, -0.01, 0.04], [-0.05, -0.01, 0.10], [0.01, 0.03, 0.03], [-0.06, -0.37, 0.18], [-0.11, -0.34, -0.28], [0.04, 0.01, 0.06], [-0.03, 0.19, -0.13], [-0.05, 0.06, 0.03], [0.00, 0.04, 0.02], [-0.02, 0.01, 0.19], [-0.36, 0.22, -0.02], [0.14, -0.13, 0.04], [-0.30, -0.16, -0.26], [-0.05, 0.03, 0.03], [-0.04, 0.09, 0.01], [0.02, 0.33, -0.35], [-0.10, -0.03, -0.10], [-0.04, 0.14, -0.38], [-0.04, -0.04, 0.01], [-0.04, -0.08, 0.06], [0.14, 0.41, 0.05], [-0.18, 0.03, 0.12], [0.37, 0.01, 0.48], [0.04, -0.08, -0.10], [0.14, -0.07, 0.42], [-0.53, 0.11, -0.16], [0.07, -0.20, -0.62], [0.25, 0.34, 0.00], [0.16, -0.17, -0.27], [-0.46, 0.02, -0.03], [-0.08, 0.00, 0.46], [-0.19, -0.40, 0.05], [0.09, 0.03, 0.12], [-0.04, -0.10, 0.10], [-0.02, -0.02, 0.06], [0.09, -0.33, 0.11]]}